Record 1
21 unconnected molecules or ions with the total composition H42O21, computed with ωB97M-V/def2-TZVPD.

```
63
Properties=species:S:1:pos:R:3:forces:R:3
O -0.2340 0.3051 0.0842 -0.08 -0.81 -0.02
H 0.0223 -0.2777 0.8105 0.11 0.07 0.09
H -0.9794 0.7927 0.4200 -0.50 0.54 0.35
O 3.2545 -2.1004 -2.2779 0.31 -0.46 0.06
H 2.3574 -1.7901 -2.4094 -0.18 0.19 -0.12
H 3.8433 -1.3827 -2.5294 -0.19 0.15 0.05
O -2.2201 1.9570 -1.8094 0.03 -1.00 0.58
H -2.4173 1.6026 -2.6864 0.15 0.67 -0.41
H -2.2359 2.9142 -1.7570 -0.18 0.00 -0.30
O -2.7605 -3.1299 -2.0424 -0.23 -0.71 0.07
H -1.8176 -3.2311 -1.9432 0.51 -0.24 0.26
H -2.9799 -2.4109 -1.4462 -0.25 0.57 0.13
O -1.1847 1.2426 2.6500 0.18 -0.01 0.46
H -2.0019 1.1627 3.1852 0.47 0.13 -0.47
H -0.5522 1.7747 3.1491 0.22 0.04 0.07
O -2.4573 3.0274 0.8456 0.31 0.70 -0.68
H -3.2633 2.5191 0.9534 0.12 -0.20 0.35
H -1.7926 2.6723 1.4466 -0.44 -0.30 0.38
O 1.4022 2.1653 -3.6408 -0.08 0.41 -0.08
H 1.3759 1.2147 -3.7375 -0.09 -0.37 0.13
H 1.1115 2.3241 -2.7349 0.06 -0.02 0.01
O -1.0805 -2.5605 2.2399 1.07 0.83 1.13
H -1.0565 -2.6671 1.2890 -0.56 -0.58 -0.07
H -1.8795 -2.7452 2.7298 -0.44 -0.19 -0.80
O -2.0529 1.2012 -4.8370 0.64 0.32 0.42
H -1.3321 0.5752 -4.6862 -0.38 -0.41 -0.09
H -1.5370 2.0183 -4.7983 -0.25 0.26 -0.18
O 1.1965 2.6158 -0.0035 0.00 -0.05 -0.01
H 1.2790 1.6765 -0.2978 0.19 0.69 0.49
H 0.2619 2.7718 0.1678 -0.09 -0.02 -0.37
O 3.8815 1.9891 1.3097 0.70 -0.34 0.34
H 3.5725 1.4485 2.0430 -0.04 0.10 0.06
H 3.2574 2.7077 1.2738 -0.36 0.27 -0.32
O 0.8912 -3.2271 0.4538 0.48 -0.04 -0.31
H 1.5306 -3.9116 0.6721 -0.33 -0.60 -0.11
H 1.4813 -2.4807 0.6231 -0.39 0.43 -0.06
O -3.3996 -0.5677 -0.6920 0.17 0.72 -0.09
H -2.6760 0.0801 -0.6659 0.25 -0.21 0.12
H -3.9532 -0.0765 -1.3166 -0.37 -0.42 0.02
O 1.3696 2.8717 2.8313 -0.77 -0.62 0.96
H 2.0081 3.5773 2.9347 0.02 0.05 -0.45
H 1.2709 2.5676 1.9182 0.58 0.54 -0.44
O 2.5515 0.2550 -0.4137 -0.27 -0.07 -0.44
H 2.4934 -0.2132 0.4268 0.11 -0.01 0.08
H 1.9195 -0.2029 -0.9808 0.17 -0.17 -0.04
O -2.0624 -1.7603 -4.2104 0.95 -0.65 0.09
H -2.3379 -2.6424 -3.9038 -1.00 0.48 -0.01
H -1.1309 -1.8985 -3.9888 0.28 0.37 -0.65
O 2.0571 -0.5700 4.7829 1.30 -0.71 1.64
H 1.1793 -0.2232 4.8997 -0.27 0.25 -0.94
H 2.3944 -0.6838 3.8972 -0.94 0.88 -0.13
O 0.0555 -0.4074 -2.4306 -0.01 -0.35 0.07
H -0.7617 -0.8043 -2.7428 -0.26 0.04 -0.30
H -0.1929 -0.2335 -1.4988 0.33 0.34 0.01
O -3.6733 0.9024 2.5346 -0.50 0.10 0.21
H -4.5566 0.7849 2.8970 -0.03 -0.12 -0.10
H -3.5429 0.2213 1.8690 -0.16 -0.26 -0.18
O 3.5256 -2.4622 1.2534 1.82 -0.31 0.41
H 4.2104 -2.3551 1.9341 -0.68 0.33 0.71
H 4.1876 -2.7522 0.6147 -0.66 -0.15 -1.23
O 1.4714 -1.0973 2.1282 -0.59 -0.11 0.94
H 0.6672 -1.3578 2.6194 -0.54 0.40 -0.55
H 2.0421 -1.7161 2.5932 0.58 -0.35 -0.73
```
Forces are in eV/Å.

Calculated values
Kohn-Sham gap = 0.386 hartree
HOMO level = -10.805 eV
relative energy (zero: lowest compared OMol25 entry of this formula, charge and spin) = 572.8 kJ/mol

---

Record 2
8 unconnected molecules or ions with the total composition C35H43F7NO27PS, computed with ωB97M-V/def2-TZVPD.

```
115
Properties=species:S:1:pos:R:3:forces:R:3
C -2.8663 -3.7369 -0.9163 0.25 -0.08 -0.15
C -2.6421 -3.3987 -2.3809 -0.41 -0.21 0.61
O -1.7986 -4.3793 -2.9527 0.37 0.35 0.11
C -1.1662 -3.9773 -4.1457 -0.19 -0.72 -0.27
C 0.0786 -4.8348 -4.3357 -0.18 0.85 0.28
O -0.2011 -6.0327 -5.0839 0.46 0.15 -0.19
C 0.0116 -6.0083 -6.4099 0.08 -0.70 0.02
C 0.4602 -7.1098 -7.0523 0.59 0.34 0.13
P 0.7912 -8.6623 -6.1999 -0.98 -0.43 0.05
N -0.5367 -9.3725 -5.8550 0.45 -0.03 0.02
O 1.6687 -8.2982 -4.9157 -0.04 0.25 -0.11
O 1.7738 -9.4809 -7.1716 0.10 0.27 0.22
C 0.6091 -7.0199 -8.5308 0.08 -0.06 0.02
O 1.5044 -7.5510 -9.1469 -0.34 0.08 0.05
C -0.4455 -6.2047 -9.2307 -0.53 0.59 0.02
C -0.8982 -6.7132 -10.5549 0.14 -0.28 0.24
C -1.8169 -7.9488 -10.3979 -0.38 -0.19 -0.59
C -1.6541 -8.8921 -11.6087 0.28 0.30 0.08
C -3.2971 -7.5355 -10.2755 0.14 0.01 0.23
C -0.9004 -5.1148 -8.5875 0.13 -0.82 0.11
S -2.1413 -4.0099 -9.1810 0.03 0.56 -0.31
C -0.2847 -4.7937 -7.2596 0.07 0.49 -0.20
O -0.0042 -3.6608 -6.9401 -0.23 -0.33 0.16
H -2.0264 -3.4298 -0.3053 0.12 -0.01 0.02
H -2.9793 -4.8122 -0.7916 -0.27 -0.04 -0.06
H -3.7398 -3.2037 -0.5492 -0.09 -0.08 0.09
H -2.1933 -2.4035 -2.4421 0.05 0.06 -0.25
H -3.6179 -3.3864 -2.8771 0.07 0.07 -0.32
H -1.8250 -4.1817 -4.9968 -0.12 0.25 -0.08
H -0.9242 -2.9130 -4.1529 0.11 0.07 0.13
H 0.8682 -4.2587 -4.8095 0.00 -0.08 -0.19
H 0.4227 -5.1182 -3.3443 -0.04 -0.45 -0.03
H -0.6252 -10.2765 -6.3003 -0.23 -0.04 0.09
H 2.0673 -7.4228 -4.9938 0.13 -0.04 0.13
H 2.0093 -10.2897 -6.6960 0.15 -0.10 -0.19
H -0.0090 -7.0262 -11.1006 0.08 0.13 -0.04
H -1.4262 -5.9379 -11.1025 0.09 0.11 -0.11
H -1.5441 -8.5093 -9.5030 0.17 0.05 0.07
H -2.3973 -8.6651 -12.3709 -0.06 -0.05 -0.08
H -1.7464 -9.9343 -11.3136 -0.19 -0.07 -0.03
H -0.6762 -8.7690 -12.0722 0.09 -0.12 0.02
H -3.4624 -6.5604 -10.7320 -0.03 0.07 -0.02
H -3.9411 -8.2364 -10.8018 -0.05 -0.15 0.11
H -3.6250 -7.4938 -9.2375 -0.05 0.11 0.05
H -3.2307 -4.7063 -8.8307 0.12 -0.23 0.10
O -1.8991 -1.2952 0.7710 0.04 0.16 0.01
C -0.7274 -1.2965 0.9566 -0.03 -0.01 -0.09
O 0.0112 -2.3968 1.2155 0.12 0.05 0.04
C 1.3946 -2.0152 1.2279 0.09 -0.17 0.12
C 1.3048 -0.5370 1.5379 0.03 -0.02 -0.13
F 2.3009 0.1651 0.9414 -0.12 0.00 -0.02
O 0.0594 -0.1874 0.9394 0.00 0.01 0.30
H 1.8284 -2.2030 0.2448 0.01 0.19 -0.03
H 1.9511 -2.5747 1.9724 -0.20 -0.14 0.04
H 1.2676 -0.2808 2.6044 0.15 -0.03 -0.34
O 0.8733 1.1808 4.1232 -0.19 0.08 0.32
C 0.3472 2.1072 3.5864 0.00 -0.16 -0.05
O 0.5933 2.4627 2.3194 0.04 0.11 -0.07
C -0.3172 3.5046 1.9561 0.05 0.10 -0.25
C -0.6801 4.0802 3.3033 -0.22 0.02 -0.05
F -1.9518 4.5457 3.3130 -0.03 -0.44 0.18
O -0.5627 2.9345 4.1590 0.24 0.22 -0.02
H -1.1843 3.0678 1.4583 -0.07 0.02 0.11
H 0.1614 4.2240 1.2995 0.20 -0.06 0.07
H -0.0113 4.8692 3.6513 -0.23 -0.28 0.07
O 3.7666 -3.4554 3.5461 -0.04 0.02 -0.11
C 3.0473 -3.0166 4.3801 0.08 0.08 -0.13
O 3.4241 -2.1720 5.3595 -0.14 -0.01 0.13
C 2.2457 -1.7454 6.0607 0.04 0.15 0.13
C 1.2776 -2.8650 5.7497 -0.15 0.17 -0.15
F -0.0004 -2.4305 5.6635 0.06 -0.02 -0.07
O 1.7146 -3.2920 4.4682 0.14 -0.15 0.24
H 1.8986 -0.7968 5.6480 -0.11 -0.03 -0.05
H 2.4489 -1.6306 7.1202 0.17 -0.08 0.01
H 1.3179 -3.7092 6.4397 -0.10 0.00 0.02
O 1.4597 6.1087 2.9546 0.09 0.17 0.01
C 0.8813 7.1423 2.8245 0.00 -0.09 0.02
O 0.0567 7.4304 1.8045 -0.06 0.11 0.02
C -0.5496 8.7088 2.0644 -0.01 0.18 -0.27
C 0.4535 9.3247 3.0124 -0.21 0.09 0.08
F -0.1387 10.1385 3.9253 0.04 -0.12 0.06
O 0.9793 8.1869 3.6819 0.20 0.09 -0.20
H -1.5169 8.5667 2.5349 0.00 -0.04 0.12
H -0.6716 9.2753 1.1455 0.19 -0.17 -0.12
H 1.2683 9.8603 2.5288 -0.03 0.15 0.10
O -2.3668 7.1005 3.9080 0.06 0.12 -0.01
C -2.2287 7.2160 5.0780 -0.18 -0.10 0.07
O -3.1266 7.7824 5.9098 0.08 0.02 0.06
C -2.6644 7.6110 7.2530 -0.11 0.12 0.09
C -1.1778 7.4100 7.0477 -0.21 -0.22 0.03
F -0.6651 6.5637 7.9746 0.14 -0.09 -0.06
O -1.1315 6.7975 5.7717 0.06 0.24 -0.03
H -3.1255 6.7217 7.6849 0.12 -0.06 0.03
H -2.9071 8.4779 7.8604 -0.05 0.10 -0.17
H -0.5864 8.3263 7.0267 0.10 -0.06 0.10
O 3.1388 11.6455 1.5025 -0.06 -0.02 -0.08
C 3.9339 11.0059 2.1021 0.01 -0.05 -0.10
O 3.6149 10.0191 2.9762 0.16 -0.07 0.07
C 4.8277 9.3762 3.3899 -0.07 -0.12 0.17
C 5.8535 10.4571 3.1227 0.04 -0.14 -0.21
F 7.0505 9.9470 2.7567 -0.04 0.03 -0.06
O 5.2820 11.1507 2.0247 -0.08 0.15 0.26
H 5.0042 8.4957 2.7714 0.11 0.05 -0.06
H 4.7704 9.0790 4.4329 -0.17 0.10 0.01
H 6.0032 11.1556 3.9474 0.10 -0.01 0.00
O -0.2049 0.3036 10.3485 -0.03 -0.04 0.01
C -0.5351 1.2970 9.7983 0.00 -0.20 -0.09
O -0.1455 1.6595 8.5528 -0.04 0.11 -0.01
C -0.8653 2.8405 8.1813 0.12 0.04 -0.14
C -1.2340 3.4078 9.5349 -0.23 -0.10 -0.09
F -2.4258 4.0586 9.5090 0.01 -0.03 0.03
O -1.3547 2.2460 10.3317 0.22 0.21 0.04
H -1.7519 2.5644 7.6091 -0.08 0.04 0.08
H -0.2447 3.5039 7.5856 0.15 -0.12 0.04
H -0.4812 4.0663 9.9711 -0.09 0.11 0.01
```
Forces are in eV/Å.

Calculated values
Kohn-Sham gap = 0.288 hartree
SMILES string = CCOCCOC1=C(P(=N)(O)O)C(=O)C(CC(C)C)=C(S)C1=O.O=C1OC[C@@H](F)O1.O=C1OC[C@@H](F)O1.O=C1OC[C@@H](F)O1.O=C1OC[C@@H](F)O1.O=C1OC[C@@H](F)O1.O=C1OC[C@@H](F)O1.O=C1OC[C@@H](F)O1
HOMO level = -8.750 eV

---

Record 3
CH4N2Si in the gas phase, computed with ωB97M-V/def2-TZVPD.

```
8
Properties=species:S:1:pos:R:3:forces:R:3
N 2.7585 -0.0691 -0.5132 0.58 0.37 -0.19
C 1.6460 -0.0508 -0.2351 -1.99 -1.74 0.49
Si -0.1880 -0.5868 0.3373 2.74 3.99 0.38
N -0.9592 0.8250 -0.3182 -1.12 -0.37 -0.18
H -0.5344 -1.9324 0.2403 -0.51 -1.62 -1.14
H -0.0059 -0.5134 1.8102 -0.30 0.31 -0.14
H -1.9505 0.9568 -0.1586 0.01 -0.12 0.26
H -0.7662 1.3708 -1.1627 0.59 -0.83 0.50
```
Forces are in eV/Å.

Calculated values
Kohn-Sham gap = 0.401 hartree
SMILES string = N#C[SiH2]N
HOMO level = -10.630 eV
relative energy (zero: lowest compared OMol25 entry of this formula, charge and spin) = 0.0 kJ/mol

---

Record 4
A gas-phase ion, C3H4NO (charge +1), computed with ωB97M-V/def2-TZVPD.

```
9
Properties=species:S:1:pos:R:3:forces:R:3
C -0.5807 -1.4054 0.0245 -2.98 -0.29 0.47
C -2.2236 -0.5971 0.0286 0.44 -3.43 0.33
C -0.4628 0.9336 0.0021 0.15 -1.20 1.21
N 0.1690 -0.4004 -0.0272 2.95 0.14 -1.54
O -1.8749 0.5752 -0.0207 0.87 2.52 -1.06
H -0.3787 -2.5119 0.0997 0.27 1.49 -0.40
H -0.3935 1.2816 1.0311 0.66 0.69 -0.22
H -0.0255 1.5652 -0.7782 -0.87 0.09 0.08
H 1.1918 -0.4274 -0.3460 -1.50 0.00 1.13
```
Forces are in eV/Å.

Calculated values
total charge = +1
Kohn-Sham gap = 0.322 hartree
HOMO level = -14.682 eV
relative energy (zero: lowest compared OMol25 entry of this formula, charge and spin) = 302.6 kJ/mol

---

Record 5
A molecular structure, C7H14NO4P, computed with ωB97M-V/def2-TZVPD.

```
27
Properties=species:S:1:pos:R:3:forces:R:3
C -2.7563 1.1579 0.3921 -0.79 1.06 1.47
C 1.0552 -2.3438 -1.4288 1.16 -0.22 -0.55
C 2.0465 2.1848 0.3990 0.09 -3.49 0.66
C 0.9725 0.7808 2.3862 -0.76 -0.19 -2.40
C 0.1126 -1.2017 -1.7061 0.10 1.82 1.12
C -2.2870 0.2320 -0.6008 -0.30 -2.70 -2.48
C 1.3137 0.8639 0.8526 2.01 0.17 0.48
N -3.0083 -1.5243 -0.3953 -0.66 0.03 -0.90
O -2.8972 2.3596 0.2175 0.02 -1.48 0.20
O -2.9665 -2.1784 -1.3639 0.19 1.56 1.25
O -0.7535 -1.5257 0.9785 -0.41 0.26 -0.36
O 0.1424 0.7608 0.1351 -2.35 0.62 -1.00
P -0.7174 -0.5494 -0.1336 1.55 0.10 -1.65
H -2.9521 0.6392 1.3855 0.09 0.77 -0.50
H 0.5296 -3.3364 -1.4121 0.64 1.04 0.43
H 1.7629 -2.3383 -2.2800 -0.29 -0.42 0.25
H 1.6965 -2.1210 -0.5714 -0.32 -0.64 0.20
H 2.2900 2.2306 -0.6296 0.30 -0.49 -1.17
H 1.5060 3.0270 0.5789 -1.89 2.29 0.92
H 2.9329 2.2107 0.9754 1.14 0.26 0.53
H 0.3953 1.6773 2.6888 0.99 -0.27 0.23
H 1.8487 0.4321 2.8956 0.34 0.55 0.85
H 0.2513 -0.0322 2.3928 0.03 -0.20 0.46
H -0.5027 -1.5841 -2.4736 -1.43 0.15 -0.73
H 0.6127 -0.2583 -2.1077 -0.42 -1.30 0.44
H -2.5304 0.4757 -1.6860 0.83 -0.23 1.41
H 1.9025 -0.0390 0.5108 0.14 0.95 0.86
```
Forces are in eV/Å.

Calculated values
Kohn-Sham gap = 0.312 hartree
HOMO level = -9.304 eV
relative energy (zero: lowest compared OMol25 entry of this formula, charge and spin) = 396.0 kJ/mol